This record from the OMol25 dataset describes 12 unconnected molecules or ions with the total composition C94H198Cl4N10O10 at a distorted geometry. The level of theory is the ωB97M-V functional and the def2-TZVPD basis.

Results
- electronic energy (eV) = -186145.4029
- multiplicity = 1
- highest occupied orbital energy (eV) = -8.121
- Kohn-Sham gap (eV) = 8.58
- SMILES = CC1(C)CCCC(C)(C)N1O.CC1(C)CCCC(C)(C)N1O.CC1(C)CCCC(C)(C)N1O.CC1(C)CCCC(C)(C)N1O.CC1(C)CCCC(C)(C)N1O.CC1(C)CCCC(C)(C)N1O.CC1(C)CCCC(C)(C)N1O.CC1(C)CCCC(C)(C)N1O.CC1(C)CCCC(C)(C)N1O.CC1(C)CCCC(C)(C)N1O.ClCCCl.ClCCCl
- M (g/mol) = 1770.5

Each atom is followed by the atoms it is bonded to, with distances in Å.
CARTESIAN COORDINATES (ANGSTROEM)
1 H -33.30455 0.78744 14.40716  C25 1.088
2 H -21.92003 0.82609 18.08620  C278 1.080
3 C -26.03885 -0.83137 10.08649  H83 1.099, C116 1.522, C136 1.535, H212 1.111
4 C -20.73280 4.28079 10.13594  H60 1.090, C186 1.500, H226 1.097, H310 1.100
5 H -28.61472 -3.09051 13.00482  C224 1.098
6 C -31.66620 6.53650 12.36327  H94 1.097, C123 1.537, H148 1.080, H150 1.095
7 H -31.38934 8.81386 10.44256  C266 1.084
8 C -21.93213 5.29340 17.85536  C207 1.537, H210 1.096, Cl304 1.775, H306 1.082
9 H -36.72117 1.86741 17.76115  C268 1.099
10 H -33.90615 3.61417 13.77883  C122 1.112
11 C -34.15478 4.16863 17.51757  C55 1.555, C81 1.518, N302 1.473, C307 1.627
12 C -26.44805 6.45630 8.41544  H19 1.094, H239 1.079, C283 1.563, H290 1.073
13 C -34.14775 6.01825 8.64681  H126 1.092, H209 1.083, C211 1.513, H248 1.090
14 H -34.71773 0.76605 16.89854  C197 1.082
15 H -33.68680 5.16941 19.43962  C81 1.088
16 C -33.13121 8.17891 9.35531  H139 1.091, H183 1.090, C211 1.557, C266 1.517
17 H -27.97077 1.33037 12.70388  C149 1.077
18 H -34.67142 2.73988 18.94369  C55 1.096
19 H -27.09393 5.79410 8.99998  C12 1.094
20 H -27.11127 1.14633 14.16626  C149 1.095
21 Cl -22.79525 4.53815 15.48150  C207 1.756
22 O -32.48397 4.19651 15.96580  H259 0.970, N302 1.405
23 H -25.34146 9.68052 13.99443  C48 1.124
24 H -29.24437 8.48472 18.77572  C160 1.113
25 C -32.85104 1.55233 15.03372  H1 1.088, H70 1.080, H102 1.089, C188 1.570
26 H -30.05137 5.52438 16.78374  C281 1.086
27 H -21.28674 1.99387 13.76780  C295 1.120
28 C -28.51208 2.85534 14.27152  C92 1.577, C149 1.560, C181 1.511, N271 1.450
29 H -26.43729 0.36777 8.33370  C116 1.097
30 H -23.74692 -2.14602 16.95881  C114 1.099
31 Cl -31.31990 0.48981 11.55813  C134 1.813
32 H -27.00475 10.28262 14.38230  C48 1.089
33 C -31.42516 -4.33032 16.90453  C46 1.521, H108 1.104, H130 1.094, H205 1.092
34 H -25.61516 3.47502 18.47623  C192 1.073
35 C -29.40542 9.80672 12.60810  C112 1.593, H154 1.106, H182 1.102, H249 1.086
36 H -24.97331 5.48868 18.44228  C137 1.070
37 H -30.15662 -3.03481 8.24684  C125 1.079
38 C -23.26962 0.26678 19.80651  H146 1.113, H187 1.108, C199 1.538, C278 1.558
39 H -25.80508 1.79495 16.02699  O285 0.970
40 H -28.22823 6.21410 15.30795  C282 1.103
41 C -28.50641 -1.60481 8.65453  C67 1.538, N86 1.437, C125 1.546, C314 1.554
42 H -27.20103 9.57295 16.77780  C260 1.090
43 H -27.25450 0.11531 18.62012  C253 1.112
44 C -22.13297 -0.25653 10.04123  H97 1.092, H113 1.100, C119 1.583, H143 1.107
45 H -26.74641 1.20481 9.80979  C116 1.105
46 C -29.99070 -4.49754 16.42707  C33 1.521, N64 1.453, C163 1.575, C241 1.530
47 H -28.22999 2.07478 16.19561  C181 1.084
48 C -26.29856 10.09451 13.57560  H23 1.124, H32 1.089, C165 1.538, C220 1.553
49 H -24.69102 -2.97052 10.74441  C99 1.083
50 N -21.54384 2.09897 10.39338  C119 1.483, C186 1.449, O233 1.406
51 H -25.18059 2.98942 12.99321  C118 1.079
52 H -20.01792 0.11637 11.66510  C218 1.090
53 H -28.70412 -6.27523 16.11802  C241 1.092
54 C -23.29864 0.07828 15.82744  H84 1.097, H167 1.075, H231 1.113, C264 1.543
55 C -35.24942 3.29778 18.19761  C11 1.555, H18 1.096, H170 1.088, C268 1.531
56 H -23.16067 1.39499 12.90783  C162 1.082
57 C -29.13914 3.64623 11.96973  C92 1.521, H155 1.084, C185 1.570, H313 1.115
58 C -32.90819 8.70659 11.80930  H93 1.125, C123 1.582, H234 1.089, C266 1.490
59 H -27.88364 8.02446 15.40511  C282 1.080
60 H -21.54996 4.67896 9.53461  C4 1.090
61 H -30.11939 5.95741 18.52526  C281 1.120
62 H -28.41511 4.70568 8.62254  C274 1.084
63 H -25.99342 8.05320 15.85481  C196 1.100
64 N -29.68194 -4.07935 15.07018  C46 1.453, O240 1.411, C252 1.484
65 H -28.57535 8.18671 10.45233  C177 1.093
66 H -24.56107 7.52896 16.75834  C196 1.091
67 C -28.29893 -1.45451 7.13802  C41 1.538, H82 1.087, H110 1.089, H254 1.088
68 H -24.81456 1.43662 20.82950  C199 1.098
69 C -28.73968 -1.89019 15.72071  H101 1.100, H168 1.093, C169 1.509, C252 1.560
70 H -32.24086 1.13021 15.81830  C25 1.080
71 H -25.26113 2.61586 8.58446  C284 1.094
72 H -24.01591 1.46714 11.38127  C162 1.087
73 H -29.84874 2.04141 15.73998  C181 1.079
74 C -24.89796 6.73618 6.48590  H189 1.083, H208 1.113, H223 1.103, C283 1.548
75 H -27.00031 2.41955 18.09678  C192 1.084
76 H -27.52385 4.82438 11.04391  C185 1.095
77 H -24.46596 6.98811 19.12683  C137 1.094
78 H -25.75868 6.09889 19.79404  C137 1.078
79 H -25.54182 9.22048 18.39736  C273 1.094
80 H -31.04105 -0.91718 14.72264  C232 1.094
81 C -33.21515 4.78330 18.53853  C11 1.518, H15 1.088, H133 1.068, H299 1.104
82 H -27.28753 -1.19028 6.84060  C67 1.087
83 H -25.02046 -0.49528 10.32764  C3 1.099
84 H -22.41493 -0.55329 15.67078  C54 1.097
85 H -30.42182 -6.57408 15.90750  C241 1.099
86 N -27.61197 -2.53322 9.28826  C41 1.437, O100 1.377, C136 1.484
87 H -30.94782 6.59771 9.74968  C88 1.109
88 C -31.84030 6.06588 9.36180  H87 1.109, C211 1.504, H287 1.116, H312 1.099
89 H -19.79813 3.81126 12.70820  C135 1.084
90 H -28.46900 11.97186 14.02767  C289 1.089
91 H -24.37521 4.12264 6.94108  C277 1.073
92 C -29.70624 3.27680 13.33230  C28 1.577, C57 1.521, H151 1.095, H265 1.090
93 H -33.89578 9.14912 12.11613  C58 1.125
94 H -30.87504 6.80490 11.65168  C6 1.097
95 H -24.56915 -1.61296 18.39561  C114 1.083
96 H -26.35322 2.47476 6.34023  C179 1.103
97 H -23.16054 -0.21396 9.67396  C44 1.092
98 H -29.96845 -2.62706 9.87092  C125 1.109
99 C -25.62237 -3.31793 10.31397  H49 1.083, C136 1.524, H222 1.087, H280 1.089
100 O -27.68329 -3.75211 8.65137  N86 1.377, H279 0.965
101 H -27.70868 -2.14662 15.43416  C69 1.100
102 H -32.22396 2.16030 14.38354  C25 1.089
103 H -29.93376 -1.85037 17.50285  C169 1.098
104 H -29.48874 7.38856 15.27023  C282 1.102
105 H -30.89146 6.98149 17.31751  C281 1.094
106 H -26.64988 6.37453 13.81575  C157 1.099
107 O -33.97284 5.16637 11.25433  N229 1.432, H262 0.967
108 H -31.58381 -4.97326 17.78845  C33 1.104
109 H -27.42784 14.08910 11.26285  C311 1.083
110 H -29.00760 -0.72125 6.75522  C67 1.089
111 C -26.89720 4.41200 13.03313  C118 1.548, C157 1.495, C185 1.528, N271 1.520
112 C -28.08943 9.89554 11.71539  C35 1.593, C177 1.535, N201 1.479, C220 1.553
113 H -21.89021 -1.25504 10.43271  C44 1.100
114 C -24.42993 -1.37842 17.34767  H30 1.099, H95 1.083, H203 1.088, C264 1.526
115 H -31.55312 -1.95916 15.97371  C232 1.081
116 C -26.85428 0.21246 9.33603  C3 1.522, H29 1.097, H45 1.105, C314 1.530
117 H -19.25185 2.66515 11.48886  C135 1.087
118 C -25.98065 3.35601 12.36863  H51 1.079, C111 1.548, H161 1.097, H215 1.078
119 C -21.96867 0.88266 11.12806  C44 1.583, N50 1.483, C162 1.534, C218 1.526
120 H -25.62994 -1.40686 7.37872  C308 1.084
121 H -35.18692 2.35419 13.90016  C122 1.082
122 C -34.65458 3.12584 14.44109  H10 1.112, H121 1.082, C188 1.545, H217 1.085
123 C -33.04698 7.15837 12.10171  C6 1.537, C58 1.582, N229 1.476, C309 1.545
124 H -27.35385 8.24441 12.87461  C220 1.113
125 C -29.92842 -2.17515 8.85855  H37 1.079, C41 1.546, H98 1.109, H305 1.095
126 H -35.19002 6.28886 8.83074  C13 1.092
127 H -36.61003 3.11005 16.49113  C268 1.087
128 H -26.13009 8.91783 11.76496  C220 1.110
129 H -29.67993 -6.24794 17.56390  C241 1.101
130 H -32.14043 -4.66287 16.14683  C33 1.094
131 H -28.35967 5.74975 12.24700  C185 1.108
132 H -26.73574 4.36597 15.94577  O267 0.942
133 H -32.55099 3.99820 18.82722  C81 1.068
134 C -32.15967 1.71709 10.52019  Cl31 1.813, H144 1.088, C214 1.488, H292 1.084
135 C -20.07632 2.92519 12.14860  H89 1.084, H117 1.087, C186 1.589, C295 1.523
136 C -26.16968 -2.20908 9.42270  C3 1.535, N86 1.484, C99 1.524, C308 1.604
137 C -25.34855 6.40624 18.84532  H36 1.070, H77 1.094, H78 1.078, C236 1.515
138 H -28.79672 12.22025 10.01429  O258 0.974
139 H -34.15572 8.52073 9.20279  C16 1.091
140 H -25.66031 6.06536 12.40490  C157 1.100
141 H -34.11421 2.29715 9.97030  C214 1.091
142 H -28.78507 13.36203 13.03184  C289 1.080
143 H -21.43900 -0.04493 9.20568  C44 1.107
144 H -31.69405 1.86325 9.54778  C134 1.088
145 C -22.38425 3.92697 11.98693  C186 1.542, H206 1.089, H219 1.087, H270 1.072
146 H -23.65578 -0.73059 20.11308  C38 1.113
147 H -29.18421 -1.35471 13.04428  C224 1.087
148 H -31.42102 6.85999 13.36448  C6 1.080
149 C -28.08896 1.43988 13.76917  H17 1.077, H20 1.095, C28 1.560, H296 1.087
150 H -31.83801 5.45537 12.38899  C6 1.095
151 H -30.36521 2.41676 13.17645  C92 1.095
152 H -27.70786 6.43594 4.95540  O250 0.979
153 N -27.60086 6.51276 17.97452  C156 1.461, O195 1.420, C236 1.508
154 H -29.16763 10.14517 13.63416  C35 1.106
155 H -29.91918 4.02015 11.31707  C57 1.084
156 C -28.71406 7.10170 17.23430  N153 1.461, C160 1.569, C281 1.517, C282 1.529
157 C -26.04035 5.60185 13.32730  H106 1.099, C111 1.495, H140 1.100, H171 1.077
158 H -25.51006 6.34567 15.98179  C196 1.082
159 C -25.36037 1.30388 18.84394  C192 1.519, C199 1.520, N251 1.490, C253 1.539
160 C -28.86807 8.58185 17.73289  H24 1.113, C156 1.569, H176 1.109, C260 1.512
161 H -26.49270 2.42487 12.09582  C118 1.097
162 C -23.26710 0.91570 11.94334  H56 1.082, H72 1.087, C119 1.534, H247 1.087
163 C -28.95809 -3.78531 17.38025  C46 1.575, C169 1.540, H191 1.098, H237 1.101
164 H -28.81240 -0.12017 10.26045  C314 1.099
165 C -25.93275 11.46020 12.96950  C48 1.538, H228 1.078, C293 1.548, H300 1.088
166 H -30.23764 -2.64303 12.66760  C224 1.085
167 H -23.13532 1.11582 15.59653  C54 1.075
168 H -28.95872 -0.82679 15.59202  C69 1.093
169 C -28.97240 -2.26032 17.16515  C69 1.509, H103 1.098, C163 1.540, H316 1.075
170 H -35.89340 4.00927 18.70968  C55 1.088
171 H -25.16988 5.35864 13.91265  C157 1.077
172 H -33.50902 7.52539 14.25688  C309 1.102
173 N -26.80546 5.27936 6.18632  O250 1.411, C283 1.496, C315 1.502
174 H -29.21088 3.56649 16.25281  C181 1.072
175 H -34.19628 1.30317 11.33581  C214 1.091
176 H -29.68046 9.09849 17.18178  C160 1.109
177 C -28.32828 9.24605 10.34510  H65 1.093, C112 1.535, H200 1.107, H213 1.121
178 H -22.19031 -0.82740 18.30650  C278 1.094
179 C -26.89375 2.97469 7.16142  H96 1.103, C284 1.549, H286 1.103, C315 1.569
180 H -29.09428 2.88413 5.35729  C256 1.094
181 C -28.97957 2.67969 15.69762  C28 1.511, H47 1.084, H73 1.079, H174 1.072
182 H -29.76950 8.76640 12.59025  C35 1.102
183 H -32.66537 8.25335 8.37244  C16 1.090
184 H -35.65715 5.10128 16.03099  C307 1.079
185 C -28.00085 4.72573 12.02466  C57 1.570, H76 1.095, C111 1.528, H131 1.108
186 C -21.25145 3.30199 11.14712  C4 1.500, N50 1.449, C135 1.589, C145 1.542
187 H -22.42047 0.47197 20.48850  C38 1.108
188 C -33.99066 2.43582 15.65361  C25 1.570, C122 1.545, C197 1.575, N302 1.460
189 H -25.49065 7.55684 6.09982  C74 1.083
190 Cl -33.93207 0.01765 9.33055  C214 1.817
191 H -27.95477 -4.17585 17.16289  C163 1.098
192 C -26.15818 2.59304 18.75690  H34 1.073, H75 1.084, C159 1.519, H245 1.095
193 H -27.75835 3.79267 4.49488  C256 1.102
194 H -21.32444 -0.29451 12.76816  C218 1.109
195 O -27.59411 5.17470 17.49853  N153 1.420, H235 0.970
196 C -25.59652 7.27711 16.52553  H63 1.100, H66 1.091, H158 1.082, C236 1.543
197 C -35.13278 1.57793 16.31628  H14 1.082, C188 1.575, C268 1.533, H301 1.078
198 H -25.44231 -3.19071 7.52177  C308 1.097
199 C -24.25856 1.44168 19.88250  C38 1.538, H68 1.098, C159 1.520, H221 1.109
200 H -29.23049 9.68299 9.87532  C177 1.107
201 N -27.70281 11.28019 11.36784  C112 1.479, O258 1.413, C293 1.454
202 H -31.87419 -2.41113 14.33223  C232 1.078
203 H -25.41168 -1.49477 16.89334  C114 1.088
204 H -26.68341 8.56487 19.55782  C273 1.098
205 H -31.67186 -3.31394 17.21936  C33 1.092
206 H -22.74254 3.27762 12.78369  C145 1.089
207 C -22.17373 4.01456 17.03765  C8 1.537, Cl21 1.756, H227 1.086, H288 1.122
208 H -24.13665 7.16378 7.17540  C74 1.113
209 H -33.85761 6.37097 7.66501  C13 1.083
210 H -21.05975 5.82432 17.45882  C8 1.096
211 C -33.19773 6.64997 9.64116  C13 1.513, C16 1.557, C88 1.504, N229 1.460
212 H -26.46243 -0.87471 11.11303  C3 1.111
213 H -27.45179 9.29872 9.64761  C177 1.121
214 C -33.61766 1.43632 10.42104  C134 1.488, H141 1.091, H175 1.091, Cl190 1.817
215 H -25.60562 3.81693 11.46886  C118 1.078
216 H -29.50219 3.70862 7.64807  C274 1.112
217 H -35.40987 3.86854 14.67678  C122 1.085
218 C -20.89958 0.52807 12.15712  H52 1.090, C119 1.526, H194 1.109, C295 1.564
219 H -23.26359 4.17743 11.39861  C145 1.087
220 C -26.93246 9.19594 12.47951  C48 1.553, C112 1.553, H124 1.113, H128 1.110
221 H -23.69834 2.39847 19.86757  C199 1.109
222 H -26.17415 -3.56020 11.21902  C99 1.087
223 H -24.34593 6.26669 5.65379  C74 1.103
224 C -29.40041 -2.38657 13.30829  H5 1.098, H147 1.087, H166 1.085, C252 1.551
225 H -26.60130 0.34718 20.24845  C253 1.091
226 H -20.06067 3.76471 9.43998  C4 1.097
227 H -21.33693 3.36194 16.80800  C207 1.086
228 H -25.10167 11.38566 12.28680  C165 1.078
229 N -33.78592 6.55859 10.97387  O107 1.432, C123 1.476, C211 1.460
230 H -25.89410 -0.82132 19.06710  C253 1.073
231 H -24.10759 -0.29835 15.16161  C54 1.113
232 C -31.12962 -1.97668 14.97934  H80 1.094, H115 1.081, H202 1.078, C252 1.524
233 O -22.56638 2.40487 9.47753  N50 1.406, H276 0.966
234 H -32.27271 9.07161 12.61480  C58 1.089
235 H -27.67046 4.64734 18.30854  O195 0.970
236 C -26.25471 7.18982 17.91817  C137 1.515, N153 1.508, C196 1.543, C273 1.541
237 H -29.11283 -4.09169 18.42683  C163 1.101
238 H -29.37678 5.39569 7.23759  C274 1.086
239 H -27.05189 7.28641 8.08403  C12 1.079
240 O -30.54904 -4.71099 14.15316  N64 1.411, H275 0.959
241 C -29.69180 -5.99702 16.49244  C46 1.530, H53 1.092, H85 1.099, H129 1.101
242 H -25.89196 14.00741 12.05219  C311 1.080
243 H -26.05163 13.07349 10.63350  C311 1.076
244 H -26.46382 3.78101 9.13055  C284 1.098
245 H -26.44643 2.86272 19.77801  C192 1.095
246 H -27.64941 10.32356 18.18719  C260 1.067
247 H -23.57629 -0.10409 12.15549  C162 1.087
248 H -33.96558 4.94411 8.68467  C13 1.090
249 H -30.20028 10.39125 12.15473  C35 1.086
250 O -27.58254 6.42836 5.92672  H152 0.979, N173 1.411
251 N -24.76858 1.14239 17.48557  C159 1.490, C264 1.485, O285 1.423
252 C -29.76177 -2.62318 14.79769  N64 1.484, C69 1.560, C224 1.551, C232 1.524
253 C -26.31480 0.15438 19.21331  H43 1.112, C159 1.539, H225 1.091, H230 1.073
254 H -28.54150 -2.40725 6.67083  C67 1.088
255 H -24.30123 -2.11492 8.26910  C308 1.093
256 C -28.50546 3.80486 5.30540  H180 1.094, H193 1.102, H269 1.090, C315 1.539
257 H -33.78860 5.91110 13.72064  C309 1.079
258 O -28.87475 11.94871 10.94669  H138 0.974, N201 1.413
259 H -31.57985 3.90738 16.16550  O22 0.970
260 C -27.56126 9.34169 17.77973  H42 1.090, C160 1.512, H246 1.067, C273 1.511
261 H -34.10110 5.97934 16.35260  C307 1.065
262 H -34.90951 5.14101 11.49253  O107 0.967
263 H -35.34636 6.04481 17.48861  C307 1.090
264 C -23.82093 0.01860 17.27776  C54 1.543, C114 1.526, N251 1.485, C278 1.559
265 H -30.24066 4.14286 13.72393  C92 1.090
266 C -32.45428 9.01528 10.42432  H7 1.084, C16 1.517, C58 1.490, H297 1.092
267 O -26.54459 3.73416 15.27380  H132 0.942, N271 1.410
268 C -36.03245 2.48256 17.16556  H9 1.099, C55 1.531, H127 1.087, C197 1.533
269 H -29.24872 4.54442 5.00778  C256 1.090
270 H -21.98818 4.82513 12.41836  C145 1.072
271 N -27.56042 3.94791 14.32010  C28 1.450, C111 1.520, O267 1.410
272 H -24.44165 4.90003 8.55037  C277 1.075
273 C -26.44496 8.60940 18.48668  H79 1.094, H204 1.098, C236 1.541, C260 1.511
274 C -28.79137 4.56322 7.61562  H62 1.084, H216 1.112, H238 1.086, C315 1.527
275 H -30.04332 -5.42203 13.75426  O240 0.959
276 H -23.28503 2.89704 9.89582  O233 0.966
277 C -25.00004 4.55775 7.69752  H91 1.073, H272 1.075, C283 1.481, C284 1.537
278 C -22.70537 0.13670 18.36010  H2 1.080, C38 1.558, H178 1.094, C264 1.559
279 H -28.29249 -4.35858 9.08970  O100 0.965
280 H -25.45412 -4.23800 9.75694  C99 1.089
281 C -30.01056 6.35376 17.48314  H26 1.086, H61 1.120, H105 1.094, C156 1.517
282 C -28.50235 7.19807 15.72313  H40 1.103, H59 1.080, H104 1.102, C156 1.529
283 C -25.79906 5.70524 7.20842  C12 1.563, C74 1.548, N173 1.496, C277 1.481
284 C -25.89813 3.44122 8.25251  H71 1.094, C179 1.549, H244 1.098, C277 1.537
285 O -25.80501 0.96461 16.52756  H39 0.970, N251 1.423
286 H -27.63160 2.27659 7.59025  C179 1.103
287 H -31.71743 5.01166 9.70556  C88 1.116
288 H -22.95246 3.36166 17.51316  C207 1.122
289 C -27.99055 12.75725 13.44443  H90 1.089, H142 1.080, C293 1.525, H303 1.083
290 H -25.61041 6.74962 9.01832  C12 1.073
291 H -19.60519 1.35199 13.56628  C295 1.096
292 H -31.99194 2.63331 11.07559  C134 1.084
293 C -27.11894 12.21244 12.31835  C165 1.548, N201 1.454, C289 1.525, C311 1.556
294 H -34.90526 7.15566 13.20673  C309 1.082
295 C -20.47640 1.75166 13.03392  H27 1.120, C135 1.523, C218 1.564, H291 1.096
296 H -28.89836 0.77257 14.05485  C149 1.087
297 H -32.58652 10.07146 10.18057  C266 1.092
298 H -28.84532 0.50913 8.60557  C314 1.100
299 H -32.62025 5.52739 17.98020  C81 1.104
300 H -25.52724 12.03906 13.79656  C165 1.088
301 H -35.64089 1.06850 15.51310  C197 1.078
302 N -33.35063 3.31248 16.62937  C11 1.473, O22 1.405, C188 1.460
303 H -27.29532 13.29455 14.07821  C289 1.083
304 Cl -21.64011 4.84013 19.54683  C8 1.775
305 H -30.63094 -1.36457 8.63959  C125 1.095
306 H -22.79325 5.94885 17.84631  C8 1.082
307 C -34.89831 5.39024 16.74170  C11 1.627, H184 1.079, H261 1.065, H263 1.090
308 C -25.36341 -2.22546 8.03663  H120 1.084, C136 1.604, H198 1.097, H255 1.093
309 C -33.86244 6.93711 13.39491  C123 1.545, H172 1.102, H257 1.079, H294 1.082
310 H -20.23768 5.09190 10.68906  C4 1.100
311 C -26.60404 13.42334 11.48770  H109 1.083, H242 1.080, H243 1.076, C293 1.556
312 H -31.68503 5.97034 8.27804  C88 1.099
313 H -28.66102 2.76806 11.47700  C57 1.115
314 C -28.32820 -0.19219 9.27658  C41 1.554, C116 1.530, H164 1.099, H298 1.100
315 C -27.73401 4.16817 6.58647  N173 1.502, C179 1.569, C256 1.539, C274 1.527
316 H -28.25742 -1.72250 17.76181  C169 1.075